A 3-piece molecular cluster, C12H29BN2O4 overall in a non-equilibrium geometry, computed with ωB97M-V/def2-TZVPD.

The geometry in XYZ format:
```
48
C12H29BN2O4 (ωB97M-V/def2-TZVPD)
O -3.419 -0.960 0.928
O 2.350 0.060 1.938
O -3.238 -2.865 1.990
O 2.013 2.100 1.221
N 1.978 -0.949 -1.485
N -3.097 0.893 -1.730
C -2.878 -4.253 2.042
C -2.267 -2.654 -0.277
C 1.320 1.452 -2.391
C -0.230 1.455 -2.233
C -0.946 0.164 -2.647
C 3.355 4.138 1.031
C -3.027 -2.096 0.902
C 2.023 3.524 1.403
C 2.484 1.237 2.141
C -1.418 -4.451 2.389
C -2.434 0.345 -2.909
C 3.220 1.756 3.351
B 1.906 -0.006 -2.560
H 2.967 2.771 3.641
H 3.296 5.224 1.117
H -0.495 1.677 -1.197
H -1.188 -3.963 3.336
H 4.288 1.717 3.127
H 3.027 1.073 4.173
H -2.297 -3.734 -0.376
H -1.224 -2.348 -0.166
H 1.720 3.779 2.419
H 1.909 -0.535 -0.557
H -3.148 -4.754 1.112
H 3.609 3.887 0.002
H -0.650 2.278 -2.823
H -0.477 -0.251 -3.549
H -2.854 -0.618 -3.246
H -0.762 -4.039 1.622
H 1.608 2.076 -3.243
H -3.518 -4.656 2.824
H -1.202 -5.515 2.486
H -2.576 1.049 -3.737
H 4.157 3.789 1.681
H 1.381 -1.762 -1.513
H 2.332 -0.359 -3.630
H -2.659 -2.188 -1.179
H -4.090 1.013 -1.883
H 1.238 3.873 0.733
H 1.740 1.933 -1.497
H -3.001 0.279 -0.927
H -0.825 -0.586 -1.855
```

Max |F|, eV/A: 1.045
Total charge: 0
Electronic energy, eV: -24761.55849
Gap between HOMO and LUMO, eV: 9.40
Molar mass, g mol⁻¹: 276.2

These are the Löwdin partial charges, in e, on atoms 1 to 8: 0.101, 0.100, 0.002, -0.015, 0.126, 0.011, -0.234, 0.020